74
Properties=species:S:1:pos:R:3:lowdin_charge:R:1 method="wB97M-V/def2-TZVPD" total_charge=-2 multiplicity=1 homo_lumo_gap_ha=0.1590 e_above_lowest_ev=2.9466 e_lumo_ev=3.33 e_tot_ev=-361833.7473
Y -1.267 0.924 0.789 0.670
Cl -6.922 -0.774 -3.294 0.630
C -5.636 -0.014 -2.374 -0.611
C -5.343 1.290 -2.613 -0.188
C -4.351 1.949 -1.846 -0.677
I -3.873 3.935 -2.205 0.878
C -3.644 1.302 -0.859 -0.495
O -2.828 1.916 -0.048 -0.286
C -3.887 -0.129 -0.702 -0.170
N -3.069 -0.796 0.169 -0.009
C -3.301 -2.051 0.438 -0.139
C -4.347 -2.766 -0.191 -0.024
C -5.121 -2.147 -1.125 -0.033
C -4.907 -0.779 -1.418 -0.177
H -5.887 1.833 -3.372 0.085
H -2.672 -2.529 1.191 0.022
H -4.498 -3.800 0.088 0.108
H -5.902 -2.679 -1.651 0.083
Se 1.306 -3.410 5.446 -0.417
Sb -0.661 -2.245 4.333 0.069
Se -2.298 0.025 2.943 0.163
Se -0.295 -0.700 2.205 0.081
Se -1.828 -4.255 3.390 -0.391
N 1.061 -1.683 -2.766 0.138
C 0.840 -0.940 -3.929 -0.245
C 1.593 -1.174 -5.068 -0.031
C 1.368 -0.435 -6.225 -0.105
C 0.404 0.559 -6.233 -0.107
C -0.347 0.800 -5.086 -0.109
C -0.147 0.039 -3.944 -0.455
S -1.174 0.292 -2.542 1.027
N -0.397 -0.571 -1.265 -0.229
C 0.543 -1.394 -1.521 -0.351
C 1.263 -2.140 -0.437 -0.302
C 0.716 -3.223 0.221 -0.052
C 1.414 -3.747 1.296 -0.092
C 2.624 -3.174 1.649 -0.069
C 3.123 -2.144 0.869 -0.138
N 2.467 -1.630 -0.173 0.117
H 1.875 -2.277 -2.755 0.142
H 2.353 -1.947 -5.050 0.109
H 1.948 -0.645 -7.115 0.094
H 0.228 1.149 -7.123 0.095
H -1.104 1.575 -5.077 0.109
H -0.247 -3.626 -0.067 0.118
H 0.985 -4.534 1.906 0.078
H 3.126 -3.501 2.550 0.082
H 4.080 -1.682 1.088 0.101
N 3.333 -0.382 6.127 0.089
C 2.665 0.518 5.305 -0.322
C 3.342 1.324 4.380 -0.035
C 2.640 2.131 3.505 -0.066
C 1.252 2.184 3.585 -0.339
C 0.578 1.475 4.572 -0.117
C 1.281 0.655 5.427 -0.064
S 0.389 2.866 2.257 0.621
O -1.050 2.602 2.478 -0.466
O 0.725 4.258 2.057 -0.299
N 0.715 1.935 0.937 -0.227
C 1.493 2.464 -0.060 -0.449
N 2.516 3.288 0.233 0.120
C 3.148 3.842 -0.787 -0.145
C 2.845 3.568 -2.110 -0.078
C 1.851 2.625 -2.302 -0.140
N 1.178 2.078 -1.304 0.118
H 4.265 -0.621 5.826 0.075
H 2.774 -1.210 6.346 -0.020
H 4.423 1.262 4.308 0.100
H 3.143 2.688 2.724 0.098
H -0.504 1.515 4.622 0.074
H 0.750 0.028 6.135 0.093
H 3.947 4.530 -0.524 0.101
H 3.370 4.028 -2.935 0.084
H 1.568 2.300 -3.300 0.097